The following is a DFT calculation (the ωB97M-V functional and the def2-TZVPD basis) of a gas-phase ion, C4H6N3 (charge +1) at a distorted geometry.

Results
E_HOMO in eV: -13.129
Largest force on an atom in eV Å⁻¹: 4.769
Net charge: +1

CARTESIAN COORDINATES (ANGSTROEM)
C1 -3.526 -0.172 0.055
C2 -0.550 0.998 0.066
C3 1.548 -0.365 0.681
C4 1.605 -0.178 -0.770
N1 -2.377 -0.232 -0.061
N2 -1.155 -0.143 -0.098
N3 0.890 0.802 0.068
H1 -4.515 -0.542 0.119
H2 0.860 -1.104 1.073
H3 2.401 -0.159 1.310
H4 2.508 0.175 -1.247
H5 0.960 -0.781 -1.396
H6 1.351 1.702 0.199

=====

The following is a DFT calculation (the ωB97M-V functional and the def2-TZVPD basis) of 9 unconnected molecules or ions with the total composition C25H71Br4O28P7 at a distorted geometry.

Results
E_HOMO in eV: -10.336
Largest force on an atom in eV Å⁻¹: 3.991
Structure (SMILES): COP(=O)(OC)OC.COP(=O)(OC)OC.COP(=O)(OC)OC.COP(=O)(OC)OC.COP(=O)(OC)OC.COP(=O)(OC)OC.COP(=O)(OC)OC.BrCCBr.BrCCBr

CARTESIAN COORDINATES (ANGSTROEM)
C1 1.233 3.554 6.138
O1 2.626 2.949 6.094
P1 2.844 1.552 6.852
O2 1.814 0.529 6.761
O3 4.294 1.146 6.238
C2 4.359 0.416 5.025
O4 3.150 2.078 8.319
C3 3.222 1.104 9.380
H1 0.453 2.845 5.845
H2 1.295 4.410 5.465
H3 1.052 3.902 7.165
H4 5.064 -0.416 5.035
H5 4.535 1.071 4.218
H6 3.379 -0.049 4.952
H7 4.144 0.557 9.323
H8 2.295 0.569 9.195
H9 3.195 1.626 10.309
C4 0.570 2.451 -5.928
O5 0.492 0.993 -5.583
P2 1.650 0.136 -6.318
O6 1.683 -1.297 -6.049
O7 2.974 0.888 -5.896
C5 4.037 0.317 -5.044
O8 1.530 0.656 -7.850
C6 0.558 0.128 -8.805
H10 -0.264 2.966 -5.445
H11 0.539 2.617 -6.969
H12 1.354 2.836 -5.357
H13 4.225 -0.738 -5.273
H14 3.773 0.545 -4.018
H15 4.937 0.876 -5.236
H16 -0.450 0.400 -8.515
H17 0.594 -0.955 -8.894
H18 0.803 0.692 -9.684
C7 -4.432 -3.690 -3.776
O9 -3.755 -3.499 -5.021
P3 -3.802 -2.175 -5.896
O10 -5.081 -1.679 -6.420
O11 -2.772 -2.501 -7.084
C8 -1.485 -3.149 -6.881
O12 -3.122 -1.107 -4.842
C9 -3.231 0.269 -5.171
H19 -4.197 -3.032 -2.965
H20 -4.202 -4.682 -3.368
H21 -5.463 -3.454 -4.093
H22 -1.271 -3.506 -7.920
H23 -1.536 -3.954 -6.151
H24 -0.766 -2.489 -6.504
H25 -2.896 0.546 -6.175
H26 -2.634 0.683 -4.431
H27 -4.281 0.545 -5.114
C10 -1.137 -2.222 3.311
O13 -1.310 -1.463 2.064
P4 -2.090 -1.945 0.808
O14 -3.413 -2.535 1.018
O15 -2.053 -0.549 0.040
C11 -3.292 -0.055 -0.650
O16 -0.992 -2.855 0.080
C12 -1.238 -3.339 -1.305
H28 -0.708 -1.510 4.035
H29 -0.387 -2.940 2.996
H30 -2.116 -2.623 3.610
H31 -3.511 0.924 -0.276
H32 -4.145 -0.678 -0.406
H33 -3.081 -0.159 -1.723
H34 -0.987 -2.562 -1.976
H35 -2.278 -3.560 -1.511
H36 -0.543 -4.227 -1.349
C13 -4.457 3.653 1.544
O17 -3.759 2.754 2.514
P5 -3.215 3.275 3.932
O18 -3.395 4.769 4.198
O19 -3.806 2.147 4.885
C14 -5.183 2.100 5.253
O20 -1.658 2.796 3.948
C15 -1.291 1.425 3.708
H37 -5.273 3.124 1.092
H38 -3.675 4.034 0.852
H39 -4.866 4.547 2.079
H40 -5.337 1.179 5.832
H41 -5.734 2.026 4.308
H42 -5.512 2.990 5.765
H43 -0.211 1.438 3.706
H44 -1.626 1.111 2.732
H45 -1.734 0.840 4.486
C16 -0.028 4.766 2.309
O21 -0.953 4.438 1.325
P6 -0.786 4.679 -0.261
O22 -1.858 4.132 -1.020
O23 0.624 4.034 -0.493
C17 1.387 3.793 -1.719
O24 -0.530 6.268 -0.362
C18 -1.542 7.108 0.233
H46 0.482 5.684 2.097
H47 0.745 3.972 2.420
H48 -0.577 4.955 3.223
H49 0.765 3.232 -2.460
H50 2.271 3.332 -1.307
H51 1.619 4.757 -2.191
H52 -2.507 6.631 0.024
H53 -1.495 8.090 -0.246
H54 -1.392 7.125 1.300
C19 2.287 -3.479 1.417
O25 2.129 -4.603 0.518
P7 1.322 -5.831 1.159
O26 1.522 -6.124 2.592
O27 -0.244 -5.608 0.724
C20 -1.348 -5.949 1.617
O28 1.771 -7.075 0.233
C21 1.607 -7.059 -1.218
H55 3.095 -2.882 1.085
H56 2.476 -3.738 2.466
H57 1.387 -2.889 1.368
H58 -1.028 -5.902 2.670
H59 -1.710 -6.986 1.477
H60 -2.092 -5.187 1.422
H61 0.543 -7.078 -1.458
H62 1.965 -8.110 -1.489
H63 2.141 -6.237 -1.686
Br1 7.644 -2.860 1.134
C22 6.504 -1.794 -0.002
C23 5.734 -0.714 0.706
Br2 4.961 0.365 -0.711
H64 5.873 -2.509 -0.546
H65 7.266 -1.259 -0.594
H66 6.419 -0.035 1.171
H67 4.972 -0.986 1.394
Br3 2.009 0.176 1.951
C24 1.210 0.680 0.254
C25 1.204 -0.439 -0.684
Br4 0.539 0.269 -2.326
H68 1.787 1.525 -0.200
H69 0.176 0.967 0.506
H70 0.461 -1.110 -0.299
H71 2.172 -0.928 -0.767

=====

Number 1: HOMO-LUMO gap 8.72 eV, total energy -8702.9085 eV. Number 2: HOMO-LUMO gap 10.55 eV, total energy -429613.1658 eV.